{
  "formula": "C8H20F8O8Zr",
  "method": "the ωB97M-V functional and the def2-TZVPD basis",
  "species": ["Zr", "C", "O", "O", "C", "F", "F", "F", "C", "C", "H", "H", "H", "H", "H", "H", "C", "O", "O", "C", "F", "F", "F", "C", "C", "H", "H", "H", "H", "H", "H", "F", "F", "O", "H", "H", "O", "H", "H", "O", "H", "H", "O", "H", "H"],
  "xyz": [[1.3411, 1.4808, -0.7046], [2.1587, -0.3019, 2.0553], [0.9075, -0.9383, 1.8238], [2.2646, 0.7657, 1.2353], [2.3124, 0.0507, 3.5466], [3.5591, 0.5197, 3.8223], [1.4634, 1.0442, 3.8919], [2.1046, -1.0099, 4.3324], [0.8143, -2.3428, 2.0204], [-0.3822, -2.7021, 2.8882], [-0.7853, -3.6835, 2.6599], [-0.1353, -2.5417, 3.9406], [-1.1501, -1.9484, 2.7009], [1.7069, -2.9207, 2.2763], [0.6066, -2.7348, 1.0189], [2.9274, -1.0435, 1.7948], [-1.1227, -0.7645, -1.9529], [-2.1522, 0.1701, -1.7267], [0.0327, -0.1725, -1.5716], [-1.5813, -2.0492, -1.1529], [-2.1714, -1.7280, -0.0079], [-2.4828, -2.6905, -1.9275], [-0.6234, -2.9649, -0.9372], [-3.3511, 0.0830, -2.5167], [-4.2552, 1.2170, -2.0821], [-3.7190, 2.0895, -1.7067], [-5.0189, 1.5136, -2.7977], [-4.8194, 0.9120, -1.1923], [-3.8419, -0.8797, -2.3961], [-3.0312, 0.2897, -3.5432], [-1.0103, -1.1216, -2.9825], [1.8164, 2.0303, -2.7312], [1.1991, 3.4821, 0.0752], [2.9782, 0.0572, -1.3531], [3.8974, 0.0322, -1.0671], [2.8888, -0.6267, -2.0317], [3.5384, 2.5249, -0.6307], [4.4154, 2.4668, -1.0214], [3.5870, 3.2375, 0.0243], [-0.6719, 2.4808, -1.7554], [-1.3313, 1.7552, -1.7691], [-1.1339, 3.2674, -2.0554], [-0.4338, 1.3394, 0.8270], [-0.5980, 0.4327, 1.1393], [-0.7174, 1.9226, 1.5404]],
  "forces_ev_per_angstrom": [[-0.93, 2.16, -0.91], [0.15, -0.18, -1.56], [0.11, 0.03, 0.96], [-0.48, 0.69, -0.93], [0.30, 1.31, -0.34], [-0.44, -0.41, -0.22], [0.03, -0.59, 0.12], [-0.14, 0.01, 0.09], [-1.00, -1.24, -1.51], [0.32, 1.23, 0.41], [0.12, -0.13, 0.21], [-0.05, -0.53, 0.05], [-0.18, -0.21, -0.26], [0.37, 0.86, 0.59], [-0.11, 0.00, -0.01], [0.26, -0.19, 0.42], [1.06, 0.11, 0.87], [-0.84, 0.09, -0.26], [1.42, 0.37, 1.35], [0.57, 0.38, -0.99], [0.10, -0.28, 0.50], [-0.48, -0.07, 0.05], [0.19, 0.42, 0.28], [0.59, 1.04, -0.42], [-0.73, -0.18, 1.42], [0.27, 0.06, -0.53], [0.28, -0.05, -0.33], [0.01, -0.13, -0.07], [0.08, -0.02, -0.22], [-0.23, -0.56, -0.20], [-0.54, 0.22, -0.35], [-0.42, -0.76, 2.49], [0.34, -2.56, -0.82], [0.45, -1.02, -0.34], [-0.21, 0.17, 0.35], [-0.38, 0.30, -0.03], [0.22, 0.32, 0.49], [-0.22, -0.11, -0.27], [-0.37, -0.15, -0.06], [-0.41, -0.55, 0.18], [0.21, -0.01, 0.01], [0.48, 0.25, 0.16], [-0.52, -0.41, -0.11], [0.33, 0.07, -0.08], [0.42, 0.26, -0.19]],
  "lumo_energy_ha": -0.0053,
  "total_charge": 0,
  "spin_multiplicity": 1,
  "max_force_ha_per_bohr": 0.053,
  "gap_ha": 0.3423,
  "homo_energy_ev": -9.458,
  "e_tot_ha": -1764.9549
}